Entry 1:
C2H8OS2 | wB97M-V/def2-TZVPD

```
! wB97M-V def2-TZVPD RIJCOSX def2/J DEFGRID3
* xyz 1 2
C 0.914 2.023 1.632
O 0.174 1.683 0.351
H 0.621 1.456 2.666
H 0.613 3.094 1.652
H 1.957 2.010 1.400
H 0.395 0.773 -0.016
C 0.027 -1.094 -1.647
S -1.632 -1.024 -0.962
S -2.098 -2.991 -0.504
H 0.917 -0.835 -1.056
H 0.129 -2.090 -1.890
H 0.060 -0.319 -2.516
H -2.076 -2.686 0.891
*
```

The calculation puts the frontier orbital gap (spin up / spin down) at 8.691 / 4.923 eV. The value obtained for the HOMO energy (spin up / spin down) is -13.98 / -13.90 eV.

Results of the natural (NBO) charge analysis, in e, for atoms 1 through 2: atom 1 (C): -0.27, atom 2 (O): -0.74

Entry 2:
C7H6OS2 | wB97M-V/def2-TZVPD

```
! wB97M-V def2-TZVPD RIJCOSX def2/J DEFGRID3
* xyz 0 1
C 0.276 -0.363 -2.520
C 0.794 -0.726 -1.178
C 0.309 -0.259 -0.002
S -1.011 0.752 0.451
C -0.350 1.021 2.146
C 0.711 0.067 2.271
C 1.115 -0.570 1.163
S 2.472 -1.627 0.726
C 1.957 -1.574 -1.064
O 2.585 -2.107 -1.886
H -0.850 -0.272 -2.528
H 0.607 -1.169 -3.277
H 0.595 0.699 -2.817
H -1.013 0.956 2.923
H 0.194 2.086 2.158
H 1.163 0.113 3.248
*
```

The calculation puts the frontier orbital gap at 8.439 eV. The value obtained for the HOMO energy is -8.60 eV. Its SMILES is CC1=C2SCC=C2SC1=O.

Results of the natural (NBO) charge analysis, in e, for atoms 1 through 2: atom 1 (C): -0.64, atom 2 (C): -0.21

Entry 3:
C11H15N | wB97M-V/def2-TZVPD

```
! wB97M-V def2-TZVPD RIJCOSX def2/J DEFGRID3
* xyz 0 1
C 3.054 0.335 -0.415
C 1.738 0.176 -1.114
C 1.362 -0.831 -1.954
N 0.036 -0.707 -2.312
C -0.455 0.428 -1.689
C -1.695 1.019 -1.837
C -2.025 2.111 -1.060
C -1.092 2.556 -0.108
C 0.210 2.049 -0.059
C 0.540 0.946 -0.840
H 3.190 1.375 -0.139
H 3.929 0.044 -0.997
H 3.060 -0.342 0.446
H 1.985 -1.662 -2.243
H -0.507 -1.417 -2.734
H -2.443 0.590 -2.496
H -3.041 2.447 -1.218
H -1.351 3.282 0.652
H 0.791 2.544 0.707
C -1.590 -1.814 2.059
C -0.257 -1.950 2.797
H -1.719 -2.646 1.365
H -2.371 -1.712 2.809
H -1.671 -0.960 1.384
H -0.006 -2.985 3.008
H -0.247 -1.389 3.734
H 0.576 -1.488 2.255
*
```

The calculation puts the frontier orbital gap at 8.700 eV. The value obtained for the HOMO energy is -7.80 eV. Its SMILES is Cc1c[nH]c2ccccc12.CC.

Results of the natural (NBO) charge analysis, in e, for atoms 1 through 2: atom 1 (C): -0.63, atom 2 (C): -0.11

Entry 4:
C11H16FN4O8PdS2 | wB97M-V/def2-TZVPD

```
! wB97M-V def2-TZVPD RIJCOSX def2/J DEFGRID3
* xyz -1 3
Pd -1.243 -0.220 -0.274
O -3.368 -0.605 -1.607
S -2.262 -0.451 -2.565
O -2.599 -0.536 -3.963
O -1.197 -1.453 -2.160
O -1.597 0.888 -2.215
C 2.159 0.529 -4.914
C 1.010 -0.105 -4.144
N 0.999 0.295 -2.740
C 1.605 -0.225 -1.694
S 1.190 0.357 -0.112
N 2.577 -1.163 -1.750
C 2.758 -2.217 -2.747
C 1.649 -3.261 -2.698
H 2.131 0.218 -5.960
H 3.128 0.247 -4.498
H 2.088 1.616 -4.877
H 0.997 -1.188 -4.243
H 0.052 0.231 -4.540
H 0.140 0.805 -2.488
H 2.840 -1.434 -0.815
H 3.724 -2.673 -2.525
H 2.851 -1.780 -3.737
H 1.661 -3.784 -1.741
H 1.788 -3.997 -3.493
H 0.666 -2.799 -2.803
F 0.677 3.821 4.489
C -0.325 2.983 4.793
C -0.440 1.796 4.192
N -1.449 0.913 4.497
C -1.500 -0.384 3.834
C -1.445 -0.294 2.315
O -1.285 -1.371 1.697
O -1.545 0.824 1.755
C -2.423 1.227 5.420
O -3.333 0.486 5.733
N -2.276 2.475 6.001
C -1.283 3.426 5.789
O -1.274 4.480 6.388
H 0.256 1.485 3.427
H -2.435 -0.859 4.121
H -0.681 -1.019 4.176
H -2.987 2.716 6.675
*
```

The calculation puts the frontier orbital gap (spin up / spin down) at 8.004 / 8.017 eV. The value obtained for the HOMO energy (spin up / spin down) is -5.54 / -6.01 eV.

Results of the natural (NBO) charge analysis, in e, for atoms 1 through 2: atom 1 (Pd): 1.17, atom 2 (O): -1.01

Entry 5:
C5H16NO | wB97M-V/def2-TZVPD

```
! wB97M-V def2-TZVPD RIJCOSX def2/J DEFGRID3
* xyz 1 1
C 0.571 -1.894 0.056
C 0.159 -0.927 -1.031
C 1.045 0.399 -1.227
C 1.021 1.427 -0.120
C 1.563 0.942 1.272
N -2.607 0.555 -0.676
H 1.531 -2.193 0.109
H 0.005 -2.914 -0.052
H 0.246 -1.643 1.035
H -0.865 -0.625 -0.866
H 2.094 0.288 -1.671
H 0.382 0.820 -2.010
H 1.592 2.378 -0.532
H -0.032 1.723 -0.031
H 1.905 1.795 1.862
H 0.676 0.470 1.836
H 2.285 0.140 1.313
H -2.752 1.511 -0.433
H 0.171 -1.409 -1.975
H -3.571 0.235 -1.079
H -2.302 0.092 0.177
H -1.837 -0.561 2.403
O -1.280 -0.609 1.640
*
```

The calculation puts the frontier orbital gap at 4.487 eV. The value obtained for the HOMO energy is -14.75 eV.

Results of the natural (NBO) charge analysis, in e, for atoms 1 through 2: atom 1 (C): -0.59, atom 2 (C): -0.37

Entry 6:
C4H12OS | wB97M-V/def2-TZVPD

```
! wB97M-V def2-TZVPD RIJCOSX def2/J DEFGRID3
* xyz 0 1
C -0.753 2.407 -1.756
C 0.427 1.740 -1.138
C 0.206 1.017 0.169
C 1.406 0.073 0.580
S 1.031 -0.839 2.174
H -0.589 2.548 -2.935
H -1.607 1.696 -1.907
H -1.164 3.429 -1.353
H 1.250 2.438 -1.012
H 0.782 0.906 -1.749
H -0.816 0.532 0.268
H 0.220 1.730 1.061
H 2.330 0.631 0.887
H 1.593 -0.710 -0.205
H 0.492 0.242 2.796
O -2.756 -3.190 -1.823
H -2.289 -2.419 -2.127
H -2.366 -3.502 -1.058
*
```

The calculation puts the frontier orbital gap at 9.680 eV. The value obtained for the HOMO energy is -9.11 eV. Its SMILES is CCCCS.O.

Results of the natural (NBO) charge analysis, in e, for atoms 1 through 2: atom 1 (C): -0.62, atom 2 (C): -0.43

no.,energy (hartree)
1,-952.2134
2,-1141.9256
3,-482.8938
4,-2274.0108
5,-329.5216
6,-632.9835